(1)
C10H14N5PS in the gas phase, computed with ωB97M-V/def2-TZVPD.

Values from the calculation:
**E_HOMO**: -9.0 eV
**LUMO energy**: -0.027 hartree
**Orbital gap**: 8.2 eV
**SMILES**: NC(N)(N)Cc1cccc2nc([PH2]=S)cnc12
**Spin multiplicity**: 1
**Net charge**: 0

Last column: Mulliken charge in e.
Positions of all 31 atoms, in Å:
N1 3.744 0.910 -0.772  -0.862
C1 2.538 0.091 -0.640  1.395
N2 2.792 -1.179 -1.303  -0.662
N3 2.260 -0.194 0.764  -0.809
C2 1.409 0.889 -1.378  -1.610
C3 0.187 1.240 -0.587  0.507
C4 -0.083 2.528 -0.220  -0.470
C5 -1.234 2.888 0.516  -0.793
C6 -2.132 1.949 0.899  -0.473
C7 -1.901 0.605 0.546  0.183
N4 -2.797 -0.345 0.937  -0.521
C8 -2.538 -1.577 0.600  0.291
P1 -3.694 -2.866 1.134  0.136
S1 -2.890 -4.438 1.958  -0.390
C9 -1.367 -1.948 -0.132  -0.410
N5 -0.506 -1.051 -0.519  -0.328
C10 -0.743 0.249 -0.195  0.517
H1 3.578 1.831 -0.377  0.243
H2 4.450 0.483 -0.176  0.296
H3 2.771 -1.948 -0.649  0.249
H4 3.693 -1.153 -1.757  0.273
H5 1.533 -0.891 0.862  0.203
H6 1.967 0.640 1.258  0.306
H7 1.840 1.822 -1.746  0.602
H8 1.130 0.301 -2.252  0.256
H9 0.613 3.304 -0.522  0.402
H10 -1.390 3.929 0.769  0.379
H11 -3.019 2.189 1.469  0.467
H12 -4.440 -3.138 -0.020  0.101
H13 -4.581 -2.133 1.924  0.107
H14 -1.192 -2.987 -0.391  0.415

=====

(2)
A molecular structure, C42H44FN11O7P2ReSe2, computed with ωB97M-V/def2-TZVPD.

Values from the calculation:
**ΔE to the lowest compared entry with this formula, charge and spin**: 133.4 kcal/mol
**E_HOMO (alpha / beta)**: -11.8 / -11.8 eV
**LUMO energy (alpha / beta)**: -0.178 / -0.216 hartree
**Orbital gap (alpha / beta)**: 6.9 / 5.9 eV
**Expectation value of S²**: 3.78
**Spin multiplicity**: 4
**Net charge**: +2

Last column: Löwdin spin population.
Positions of all 110 atoms, in Å:
Re1 1.586 -0.622 0.001  2.462
C1 6.395 -0.540 -1.209  0.000
N1 5.788 0.741 -0.828  0.005
C2 6.651 1.912 -0.986  0.001
C3 4.523 0.802 -0.455  0.006
O1 3.792 -0.214 -0.432  0.024
C4 3.915 2.125 -0.028  0.002
O2 2.738 1.823 0.671  0.032
C5 2.739 2.037 2.056  0.003
C6 1.883 0.958 2.663  0.011
O3 1.391 0.048 1.941  0.050
N2 1.627 0.957 3.945  0.015
C7 2.167 1.946 4.881  0.001
C8 0.826 -0.147 4.497  0.002
H1 7.345 -0.651 -0.687  0.000
H2 6.577 -0.562 -2.285  0.000
H3 5.737 -1.358 -0.938  0.000
H4 7.512 1.832 -0.324  0.000
H5 6.124 2.837 -0.775  0.000
H6 7.011 1.957 -2.013  0.000
H7 3.643 2.698 -0.919  0.000
H8 4.596 2.721 0.576  0.000
H9 2.303 3.013 2.277  0.001
H10 3.743 1.988 2.488  0.000
H11 2.428 2.872 4.380  0.000
H12 3.047 1.550 5.386  0.001
H13 1.410 2.168 5.629  0.000
H14 1.168 -1.089 4.078  0.001
H15 -0.228 -0.004 4.257  0.001
H16 0.952 -0.155 5.576  0.000
Se1 -4.631 1.574 -1.830  0.001
P1 -3.499 2.529 -0.329  0.001
C9 -4.120 2.332 1.353  0.000
C10 -5.458 2.658 1.572  0.000
C11 -5.980 2.597 2.855  0.000
C12 -5.172 2.210 3.918  0.000
C13 -3.841 1.884 3.700  0.000
C14 -3.311 1.949 2.417  0.000
C15 -3.336 4.310 -0.545  0.000
C16 -3.810 4.916 -1.700  0.000
C17 -3.692 6.294 -1.851  0.000
C18 -3.102 7.053 -0.853  0.000
C19 -2.638 6.446 0.310  0.000
C20 -2.756 5.077 0.467  0.000
C21 -1.795 1.896 -0.308  0.010
C22 -1.255 0.632 -0.217  0.009
N3 0.092 0.796 -0.383  0.016
N4 0.354 2.097 -0.562  0.023
N5 -0.765 2.760 -0.517  0.019
P2 -1.949 -1.005 -0.091  0.012
Se2 -0.221 -2.291 0.383  0.017
C23 -3.174 -1.179 1.197  0.002
C24 -4.505 -0.827 0.952  0.001
C25 -5.448 -0.990 1.955  0.000
C26 -5.074 -1.496 3.192  0.000
C27 -3.751 -1.842 3.439  0.000
C28 -2.798 -1.688 2.445  0.002
C29 -2.623 -1.410 -1.689  0.003
C30 -3.757 -2.205 -1.821  0.001
C31 -4.287 -2.428 -3.082  0.000
C32 -3.673 -1.880 -4.201  0.002
C33 -2.508 -1.133 -4.070  0.000
C34 -1.979 -0.895 -2.815  0.002
H17 -6.084 2.954 0.737  0.000
H18 -7.018 2.854 3.028  0.000
H19 -5.581 2.166 4.920  0.000
H20 -3.217 1.580 4.532  0.000
H21 -2.269 1.701 2.247  0.000
H22 -4.272 4.312 -2.471  0.000
H23 -4.068 6.770 -2.747  0.000
H24 -3.007 8.125 -0.975  0.000
H25 -2.194 7.046 1.095  0.000
H26 -2.403 4.602 1.375  0.000
H27 -4.801 -0.418 -0.008  0.000
H28 -6.479 -0.723 1.762  0.000
H29 -5.818 -1.627 3.969  0.000
H30 -3.465 -2.247 4.402  0.000
H31 -1.772 -1.972 2.636  0.002
H32 -4.231 -2.642 -0.951  0.000
H33 -5.188 -3.018 -3.190  0.000
H34 -4.109 -2.032 -5.181  0.000
H35 -2.029 -0.714 -4.946  0.000
H36 -1.084 -0.293 -2.711  0.000
F1 0.676 -5.006 -1.956  0.001
C35 1.943 -4.863 -1.556  0.001
C36 2.265 -4.770 -0.271  0.001
N6 3.564 -4.567 0.153  0.002
C37 3.783 -4.053 1.499  -0.001
C38 3.122 -2.706 1.660  0.011
O4 3.069 -2.169 2.741  0.014
O5 2.701 -2.257 0.491  0.067
C39 4.615 -4.488 -0.748  0.000
O6 5.753 -4.229 -0.429  0.000
N7 4.243 -4.696 -2.071  0.000
C40 2.954 -4.749 -2.589  0.001
O7 2.727 -4.682 -3.782  0.001
H37 1.505 -4.832 0.497  0.000
H38 4.850 -3.931 1.650  0.000
H39 3.403 -4.740 2.253  0.000
H40 4.997 -4.659 -2.742  0.000
N8 1.840 -2.186 -6.453  0.004
C41 1.782 -2.536 -5.171  0.010
N9 1.716 -3.824 -4.840  0.010
N10 1.739 -1.538 -4.292  0.061
C42 1.709 -1.421 -3.045  0.060
N11 1.673 -1.162 -1.908  0.012
H41 1.894 -2.867 -7.189  0.000
H42 1.868 -1.209 -6.691  0.000
H43 1.846 -4.529 -5.548  0.001
H44 1.922 -4.140 -3.901  0.000

=====

(3)
2 unconnected molecules or ions with the total composition C5H8O2, computed with ωB97M-V/def2-TZVPD.

Values from the calculation:
**ΔE to the lowest compared entry with this formula, charge and spin**: 129.2 kcal/mol
**E_HOMO**: -8.9 eV
**LUMO energy**: 0.023 hartree
**Orbital gap**: 9.5 eV
**Spin multiplicity**: 1
**Net charge**: 0

Last column: Mulliken charge in e.
Positions of all 15 atoms, in Å:
C1 0.146 1.865 0.395  -1.271
C2 -0.031 0.621 -0.459  0.811
O1 -0.381 1.001 -1.771  -0.545
C3 1.823 -1.309 0.259  -0.537
O2 1.091 -2.280 -0.220  -0.242
C4 -1.027 -0.327 0.092  -0.495
C5 -1.804 -1.174 0.466  -0.201
H1 1.023 2.412 0.040  0.354
H2 0.305 1.588 1.442  0.310
H3 -0.733 2.509 0.323  0.362
H4 -0.394 0.192 -2.300  0.332
H5 1.325 -0.940 1.197  0.218
H6 0.962 0.125 -0.507  0.198
H7 0.241 -2.412 0.251  0.299
H8 -2.547 -1.871 0.793  0.406

=====

(4)
A molecular structure, C34H33Cl5N3OPSbSe4SiTl, computed with ωB97M-V/def2-TZVPD.

Values from the calculation:
**ΔE to the lowest compared entry with this formula, charge and spin**: 0.0 kcal/mol
**E_HOMO**: -2.4 eV
**LUMO energy**: 0.135 hartree
**Orbital gap**: 6.1 eV
**Spin multiplicity**: 1
**Net charge**: -2

Last column: Mulliken charge in e.
Positions of all 84 atoms, in Å:
Tl1 -0.007 0.786 -0.274  0.868
C1 5.895 3.023 4.483  -0.444
C2 5.087 2.038 5.037  -0.670
C3 4.058 1.483 4.294  -0.026
C4 3.819 1.900 2.987  -0.191
C5 4.644 2.878 2.439  -0.345
C6 5.671 3.443 3.181  -0.619
P1 2.491 1.247 1.900  0.460
C7 2.217 -0.404 2.650  0.653
C8 3.096 -1.422 2.283  -0.659
C9 2.994 -2.685 2.841  -0.575
C10 1.999 -2.953 3.772  -0.586
C11 1.104 -1.955 4.126  -0.621
C12 1.208 -0.690 3.563  0.016
C13 1.004 2.188 2.405  0.543
C14 0.944 2.999 3.536  -0.376
C15 -0.178 3.781 3.782  -0.834
C16 -1.235 3.754 2.880  -0.897
C17 -1.165 2.939 1.755  -0.352
C18 -0.052 2.146 1.510  -0.146
H1 6.700 3.454 5.063  0.354
H2 5.256 1.705 6.053  0.393
H3 3.434 0.711 4.731  0.375
H4 4.473 3.201 1.419  0.454
H5 6.299 4.204 2.738  0.389
H6 3.863 -1.224 1.541  0.305
H7 3.678 -3.467 2.535  0.401
H8 1.909 -3.941 4.203  0.352
H9 0.312 -2.162 4.830  0.402
H10 0.488 0.077 3.818  0.325
H11 1.779 3.044 4.224  0.361
H12 -0.218 4.412 4.661  0.380
H13 -2.109 4.373 3.040  0.406
H14 -1.993 2.936 1.057  0.479
Cl1 2.094 3.033 -1.590  -0.100
C19 2.665 1.407 -1.812  0.880
C20 1.942 0.364 -1.275  -1.215
C21 2.450 -0.914 -1.436  0.736
Cl2 1.640 -2.256 -0.686  -0.058
C22 3.632 -1.160 -2.133  -0.123
Cl3 4.252 -2.770 -2.309  -0.237
C23 4.328 -0.092 -2.687  0.491
Cl4 5.796 -0.372 -3.560  -0.232
C24 3.850 1.204 -2.523  -0.289
Cl5 4.732 2.529 -3.194  -0.213
C25 -3.186 -2.297 -0.321  -0.536
Si1 -2.449 -1.293 1.083  0.352
C26 -3.582 0.154 1.409  -0.931
C27 -2.506 -2.384 2.619  -1.231
O1 -0.922 -0.867 0.765  -0.349
H15 -4.122 -2.780 -0.033  0.519
H16 -2.476 -3.072 -0.621  0.244
H17 -3.380 -1.654 -1.179  -0.248
H18 -4.585 -0.180 1.680  0.421
H19 -3.676 0.781 0.522  0.211
H20 -3.194 0.768 2.222  0.183
H21 -3.467 -2.893 2.697  0.378
H22 -2.363 -1.798 3.525  0.230
H23 -1.719 -3.139 2.583  0.278
N1 -3.798 0.824 -2.124  -0.556
C28 -2.875 1.514 -2.087  0.166
Se1 -4.001 4.959 -3.814  -0.613
Sb1 -1.973 4.010 -4.634  0.712
Se2 -2.062 2.150 -6.142  -0.569
Se3 0.048 5.290 -4.534  -0.623
Se4 -1.366 2.597 -1.962  -0.123
N2 -0.973 -0.690 -2.233  -0.354
C29 -1.394 -1.319 -3.098  0.063
N3 -1.984 -1.987 -4.063  0.054
C30 -2.194 -3.421 -3.962  -0.897
C31 -3.674 -3.728 -3.770  -0.155
C32 -4.518 -3.042 -4.843  -0.836
C33 -4.253 -1.538 -4.842  -0.387
C34 -2.775 -1.261 -5.058  -0.047
H24 -1.587 -3.802 -3.140  0.454
H25 -1.830 -3.876 -4.893  0.349
H26 -3.978 -3.360 -2.786  0.025
H27 -3.822 -4.811 -3.781  0.380
H28 -5.576 -3.249 -4.677  0.396
H29 -4.261 -3.453 -5.827  0.315
H30 -4.546 -1.105 -3.882  0.204
H31 -4.828 -1.029 -5.617  0.339
H32 -2.538 -0.199 -4.987  -0.344
H33 -2.459 -1.616 -6.047  0.316

=====

Taking the records one at a time from the top gives M values of 267.298 1239.957 100.117 1377.966 u.
Taking the records one at a time from the top gives total energy values of -1402.79641 -8419.08960 -345.59903 -14505.37049 Eh.